(1)
A cluster of 11 separate species, C13H48O11 in total, computed with ωB97M-V/def2-TZVPD.

Gap between HOMO and LUMO in hartree: 0.3717
Energy above the lowest of the compared OMol25 structures with the same formula, charge and spin in kJ/mol: 289.1

The geometry in ORCA input format:
```
! RIJCOSX wB97M-V def2-TZVPD def2/J DEFGRID3
* xyz 0 1
O -25.5073 -12.8939 -2.1062
O -20.5357 -21.3885 -9.5261
O -21.2620 -25.0576 -6.2911
O -26.0996 -22.9467 1.6868
O -25.2733 -27.0553 -4.3971
O -30.0153 -18.4813 -4.0505
O -23.6207 -18.3025 2.8138
O -17.2977 -17.5188 -2.2096
O -21.9505 -19.3597 -2.0312
O -23.8199 -14.7682 -7.2096
O -26.2989 -20.4374 -8.6394
C -19.1551 -21.1491 -9.5974
C -29.3002 -17.6659 -3.0853
C -25.3829 -26.4558 -3.0743
C -17.1155 -16.4273 -2.9887
C -22.7324 -19.6845 -3.1747
C -24.8414 -13.7317 -1.1244
C -20.0252 -25.2519 -5.6144
C -22.5666 -18.8998 3.4854
C -26.7623 -21.5392 -7.9787
C -22.0954 -15.2087 -8.7413
C -22.4278 -14.6200 -7.4144
C -21.5658 -17.7072 3.8500
C -27.3471 -23.4001 2.1313
H -21.0331 -15.0815 -8.9494
H -23.7434 -19.2803 -3.1233
H -24.1008 -14.4163 -6.3617
H -22.1850 -16.9876 4.3856
H -22.1251 -19.6863 2.8733
H -26.3886 -22.5144 -8.2908
H -22.1409 -13.5685 -7.4219
H -17.8914 -16.3577 -3.7511
H -26.1577 -25.6897 -3.1033
H -18.2475 -17.6326 -2.1284
H -30.3001 -17.9235 -4.7781
H -19.6612 -26.2406 -5.8942
H -26.0906 -27.5288 -4.5689
H -19.3622 -24.4370 -5.9049
H -20.7517 -18.1118 4.4514
H -25.4885 -14.4490 -0.6197
H -27.2737 -24.4746 2.2988
H -21.8872 -25.6778 -5.9089
H -26.2126 -12.4756 -1.6071
H -22.8215 -20.7676 -3.2596
H -22.9640 -19.3304 4.4045
H -20.1522 -25.2147 -4.5324
H -27.8073 -21.5414 -8.2886
H -28.7201 -16.8781 -3.5657
H -29.8607 -17.1858 -2.2832
H -26.1704 -21.9895 1.7096
H -21.0826 -17.3004 2.9616
H -18.7432 -21.0196 -8.5966
H -21.8773 -15.0742 -6.5905
H -28.5487 -18.1986 -2.5026
H -16.1352 -16.4520 -3.4646
H -28.1477 -23.2746 1.4024
H -27.6595 -22.9519 3.0745
H -22.5740 -19.1536 -1.3310
H -24.4370 -26.0191 -2.7540
H -22.3294 -16.2613 -8.9002
H -24.1914 -17.9073 3.4769
H -22.3298 -19.4029 -4.1477
H -24.4546 -13.0859 -0.3360
H -23.9330 -14.2477 -1.4351
H -20.6317 -22.0553 -8.8422
H -18.9530 -20.2882 -10.2346
H -17.2111 -15.5311 -2.3756
H -22.6559 -14.6759 -9.5096
H -25.5799 -27.2977 -2.4106
H -18.6795 -22.0487 -9.9881
H -26.7011 -21.4460 -6.8944
H -25.4042 -20.6567 -8.9096
*
```

Results of the Löwdin charge analysis, in e, for atoms 1 through 2: number 1, O, carries -0.1244; number 2, O, carries -0.1204

(2)
An isolated molecule of C6H6N2O2, computed with ωB97M-V/def2-TZVPD.

Gap between HOMO and LUMO in hartree: 0.3782
Energy above the lowest of the compared OMol25 structures with the same formula, charge and spin in kJ/mol: 523.3

The geometry in ORCA input format:
```
! RIJCOSX wB97M-V def2-TZVPD def2/J DEFGRID3
* xyz 0 1
O 2.0834 0.3391 -1.8612
O -0.0448 1.9319 -1.4997
N 2.2465 -1.2656 -0.3588
N 0.3080 -0.0410 1.4733
C -0.3026 1.4354 -0.4264
C 0.2789 0.1363 0.0324
C -3.2459 -0.2837 1.0628
C 1.3401 -0.5199 -0.7925
C -0.6618 -0.8232 0.7514
C -2.0680 -0.5212 0.9293
H -0.9074 1.9675 0.3345
H 3.1207 -0.8516 -1.0415
H 1.1212 -0.6070 1.7207
H -0.4281 -1.8765 0.5698
H -4.3048 -0.1008 1.1218
H 1.4647 1.0803 -2.0161
*
```

Results of the Löwdin charge analysis, in e, for atoms 1 through 2: number 1, O, carries -0.0774; number 2, O, carries 0.0703

(3)
A structure of composition C8H8INO2, computed with ωB97M-V/def2-TZVPD.

Gap between HOMO and LUMO (spin up / spin down) in hartree: 0.2428 / 0.2428
Energy above the lowest of the compared OMol25 structures with the same formula, charge and spin in kJ/mol: 468.6

The geometry in ORCA input format:
```
! RIJCOSX wB97M-V def2-TZVPD def2/J DEFGRID3
* xyz 0 1
I 0.7520 1.7992 2.2914
O 0.3051 -2.7382 -0.8006
O -1.5944 -3.2698 0.2028
N -0.6790 -2.4885 -0.1100
C -0.7962 -1.2099 0.3321
C -0.1955 1.2298 0.3274
C 1.3957 -0.4187 -0.5799
C -2.0242 -1.0828 1.1060
C 0.4711 2.3201 -0.5287
C 1.5527 1.9797 -1.2796
C 2.0622 0.6401 -1.1224
C 0.0880 -0.1781 -0.0387
H -2.0668 -1.7062 2.0284
H 1.6766 -1.3465 -0.6916
H 3.1538 0.6684 -1.3512
H 2.3681 2.6458 -1.6821
H -2.8538 -1.4732 0.3759
H -2.3777 -0.0855 1.3104
H 0.0477 3.3323 -0.2506
H -1.2856 1.3820 0.4612
*
```

Results of the Löwdin charge analysis, in e, for atoms 1 through 2: number 1, I, carries 0.7996; number 2, O, carries 0.0564

(4)
An isolated molecule of C4H7ClO, computed with ωB97M-V/def2-TZVPD.

Gap between HOMO and LUMO in hartree: 0.4064
Energy above the lowest of the compared OMol25 structures with the same formula, charge and spin in kJ/mol: 123.2

The geometry in ORCA input format:
```
! RIJCOSX wB97M-V def2-TZVPD def2/J DEFGRID3
* xyz 0 1
Cl -0.8129 1.4015 -0.0391
O -1.4909 -1.4253 -0.5275
C 1.3189 -0.1582 -0.4391
C 0.2205 0.0685 0.4470
C 2.5662 -0.1323 -0.0657
C -0.6138 -1.1686 0.5811
H -1.1757 -1.1790 1.5822
H 3.4066 -0.2678 -0.6694
H 1.0502 -0.3165 -1.5519
H 0.6666 0.3375 1.4368
H 2.7826 -0.0703 0.9744
H -1.9563 -0.5805 -0.6590
H 0.0219 -2.0026 0.6317
*
```

Results of the Löwdin charge analysis, in e, for atoms 1 through 2: number 1, Cl, carries 0.6931; number 2, O, carries -0.0887

(5)
A structure of composition C10H30BrFeN2O4, computed with ωB97M-V/def2-TZVPD.

Expectation value of S²: 6.01
Gap between HOMO and LUMO (spin up / spin down) in hartree: 0.1179 / 0.1127

The geometry in ORCA input format:
```
! RIJCOSX wB97M-V def2-TZVPD def2/J DEFGRID3
* xyz 1 5
Br -2.2674 0.6283 0.1015
Fe -4.3551 0.6145 1.4782
O -5.3892 1.7349 -3.4067
O -1.0294 2.8697 -2.5491
O 2.7070 -1.0620 -1.2855
O 0.9450 -1.5468 3.2140
N 2.1681 0.7492 5.8315
N -0.6114 -1.2219 -2.8474
C 0.4612 -0.8947 6.1901
C 3.8274 -0.1833 -1.0873
C 1.4532 -2.4031 -3.5897
C -2.0405 3.6842 -3.0141
C 1.2435 -0.3320 3.8236
C 0.4379 -1.4039 1.9074
C -4.5682 0.6385 -2.9247
C 1.5871 -0.5349 -1.9602
C 0.7387 -1.7373 -2.4444
C 1.6249 -0.4534 5.3126
H -4.5400 0.5271 -1.8408
H 0.8764 -3.2987 -3.8203
H 0.2970 -2.3770 1.4368
H 0.7976 -1.0689 7.2122
H 1.3888 1.3908 5.7967
H 1.1547 -0.8508 1.3005
H -3.5737 0.8422 -3.3219
H 1.0553 0.2444 -1.4144
H 4.2355 0.1081 -2.0551
H 2.9174 1.1145 5.2612
H -2.5015 3.9829 -2.0727
H -0.3375 -0.1568 6.2654
H 1.5177 -1.7151 -4.4327
H 4.5733 -0.5849 -0.4014
H -0.4919 -0.5819 -3.6195
H -4.9119 -0.3528 -3.2200
H -2.7642 3.1772 -3.6525
H -1.7549 4.5322 -3.6366
H 2.4178 -1.1919 5.4308
H 1.9630 0.0096 -2.8264
H -1.3614 2.4832 -1.7355
H 3.6695 0.7180 -0.4949
H 2.1138 0.0774 3.3106
H 0.5552 -2.3955 -1.5952
H -0.9946 -0.5552 -2.1927
H -0.4761 -0.8100 1.8973
H -0.0105 -1.7456 5.6986
H 2.4951 -2.6473 -3.3824
H 0.4321 0.3790 3.6681
H -5.6747 1.6002 -4.3133
*
```

Results of the Löwdin charge analysis, in e, for atoms 1 through 2: number 1, Br, carries 0.2097; number 2, Fe, carries 1.0028

Number 1: maximum force 2.58 eV Å⁻¹. Number 2: maximum force 6.15 eV Å⁻¹. Number 3: maximum force 5.70 eV Å⁻¹. Number 4: maximum force 4.46 eV Å⁻¹. Number 5: maximum force 2.87 eV Å⁻¹.